(1)
Below is a cluster of 7 separate species, C14H30Br14ClNOPS in total at a distorted geometry, with properties calculated with ωB97M-V/def2-TZVPD.

Computed properties:
multiplicity = 1
E_LUMO = 1.531 eV
net charge = -1
E = -37917.3109 hartree
HOMO-LUMO gap = 5.21 eV
maximum force = 10.1 eV Å⁻¹

Element x y z (Å)
O  -0.4235  3.8128  1.2733
P  1.2892  3.5033  0.9790
Cl  1.2042  2.0429  -0.6169
N  2.0429  2.8142  2.3839
S  1.1119  1.5138  3.0557
H  -0.8887  2.9932  0.9220
H  1.4308  0.2940  2.4618
Br  0.7156  5.5586  1.5657
C  -0.0391  7.3593  1.8220
C  0.9841  8.3050  2.4002
Br  1.2359  7.9932  4.3091
H  -0.9262  7.2490  2.4489
H  -0.3425  7.6834  0.8247
H  0.6423  9.3403  2.3252
H  1.9644  8.2160  1.9314
Br  -1.8288  -0.1606  1.3191
C  -3.5198  -0.0240  0.3588
C  -3.3169  0.5287  -1.0295
Br  -3.0313  2.4577  -0.9899
H  -4.1862  0.5834  0.9716
H  -3.9041  -1.0449  0.3140
H  -4.2133  0.3876  -1.6342
H  -2.4650  0.0929  -1.5449
Br  -6.9114  -2.8286  -1.2162
C  -7.5524  -0.9970  -1.4017
C  -7.8066  -0.6493  -2.8473
Br  -6.1388  -0.3051  -3.7948
H  -6.8127  -0.3521  -0.9270
H  -8.4800  -0.9613  -0.8286
H  -8.3744  0.2791  -2.9252
H  -8.3268  -1.4349  -3.3947
Br  -2.0499  -5.4500  -3.0598
C  -1.1038  -3.8114  -3.5292
C  -1.4536  -2.6866  -2.5879
Br  -3.2111  -1.9429  -2.9902
H  -1.3437  -3.5939  -4.5699
H  -0.0452  -4.0633  -3.4504
H  -0.7589  -1.8537  -2.7098
H  -1.4698  -2.9898  -1.5411
Br  1.9642  -5.7247  -2.0884
C  2.7958  -6.9512  -3.3551
C  2.8502  -6.3548  -4.7395
Br  1.1070  -6.4258  -5.6096
H  2.2344  -7.8843  -3.3091
H  3.8022  -7.1189  -2.9686
H  3.5123  -6.9361  -5.3830
H  3.1671  -5.3122  -4.7472
Br  2.0077  -9.1852  2.0940
C  2.9483  -7.5421  1.6271
C  2.5938  -6.4199  2.5703
Br  0.8349  -5.6852  2.1668
H  2.7069  -7.3226  0.5869
H  4.0080  -7.7900  1.7052
H  3.2848  -5.5842  2.4498
H  2.5785  -6.7246  3.6165
Br  4.5828  8.1560  2.0698
C  5.6939  7.1526  3.3165
C  5.7719  7.8405  4.6558
Br  6.9829  9.3689  4.5995
H  6.6659  7.0214  2.8411
H  5.2068  6.1806  3.4111
H  6.1942  7.1718  5.4073
H  4.8085  8.2112  5.0057

(2)
Below is a structure of composition C14H30ClNO4PRuSe2, with properties calculated with ωB97M-V/def2-TZVPD.

Computed properties:
expectation value of S² = 8.7663
multiplicity = 6
E_LUMO (alpha / beta) = 4.789 / 4.746 eV
net charge = -2
E = -6606.4157 hartree
HOMO-LUMO gap (alpha / beta) = 4.81 / 5.81 eV
maximum force = 0.8 eV Å⁻¹

Element x y z (Å)
Ru  -0.0402  -0.9640  1.5771
O  -1.0369  -2.5883  3.9605
C  -2.3075  -3.0206  3.5155
C  -2.8937  -2.2657  2.3090
C  -4.1705  -3.0637  1.9323
O  -4.7420  -2.6809  0.6908
C  -3.3354  -0.8548  2.7050
Se  -1.8932  0.3844  3.2842
C  -1.9036  -2.2242  1.1522
Se  1.1275  -3.4873  -0.8296
H  -1.1117  -1.6227  4.1183
H  -3.0313  -2.9617  4.3468
H  -2.1951  -4.0775  3.2525
H  -4.9540  -2.9260  2.6865
H  -3.9117  -4.1340  1.9084
H  -3.9771  -2.5156  0.1190
H  -4.0514  -0.8983  3.5298
H  -3.8189  -0.3779  1.8515
H  -2.3257  -1.6994  0.2820
H  -1.5813  -3.2264  0.8561
C  2.1679  -4.7254  1.9715
C  2.3384  -3.2251  1.6926
C  2.2147  -2.4710  3.0244
C  3.7353  -2.9589  1.1107
N  1.2893  -2.7388  0.7855
H  2.9105  -5.0760  2.6960
H  2.2772  -5.2879  1.0435
H  1.1662  -4.9046  2.3692
H  3.1024  -2.6269  3.6427
H  1.3296  -2.8002  3.5718
H  2.1457  -1.3932  2.8392
H  4.5129  -3.3014  1.8005
H  3.8636  -1.8871  0.9418
H  3.8428  -3.4780  0.1572
Cl  5.0339  0.2469  3.3610
C  3.5611  1.2590  3.2591
C  2.9478  1.2663  1.8271
O  3.6600  1.7191  0.9242
O  1.7565  0.8595  1.7742
H  3.8671  2.2703  3.5189
H  2.8454  0.8768  3.9807
C  1.2317  1.0114  -1.5744
P  -0.1386  0.5774  -0.4372
C  -1.4811  0.3362  -1.6832
C  -0.6266  2.2376  0.1729
H  0.9552  1.8747  -2.1868
H  1.4420  0.1568  -2.2207
H  2.1236  1.2370  -0.9868
H  -1.5292  1.1815  -2.3752
H  -2.4382  0.2424  -1.1665
H  -1.3020  -0.5855  -2.2395
H  -0.6806  2.9570  -0.6511
H  0.1050  2.5641  0.9099
H  -1.5922  2.1557  0.6719

(3)
Below is a structure of composition C14H30GaN5O3S, with properties calculated with ωB97M-V/def2-TZVPD.

Computed properties:
multiplicity = 1
E_LUMO = 0.181 eV
E = -3373.9217 hartree
HOMO-LUMO gap = 5.67 eV
maximum force = 0.7 eV Å⁻¹

Element x y z (Å)
Ga  0.4818  0.6764  0.3926
N  1.0978  -0.9101  2.4155
N  2.1922  -1.5976  1.8984
C  2.6992  -1.2232  0.6604
O  3.7534  -1.7146  0.2812
O  1.9797  -0.4014  -0.0434
H  1.3504  -0.1899  3.0811
H  0.4348  -1.5489  2.8274
H  2.8704  -2.0039  2.5215
C  -1.7165  2.5893  2.8970
C  -0.8957  3.0621  1.6858
C  -1.7979  3.1168  0.4506
C  -0.4309  4.4980  1.9916
C  0.3366  2.2220  1.4131
H  -2.6302  3.1820  3.0279
H  -1.1223  2.6855  3.8102
H  -1.9967  1.5387  2.8061
H  -2.6279  3.8165  0.5881
H  -2.2255  2.1321  0.2252
H  -1.2204  3.4338  -0.4210
H  -1.2752  5.1517  2.2375
H  0.0991  4.9121  1.1326
H  0.2587  4.4982  2.8398
H  0.8764  2.0196  2.3520
C  3.4088  1.4888  -2.5682
N  2.6371  0.3027  -2.8650
C  3.3164  -0.9970  -2.9072
C  2.1558  -2.0047  -2.8519
N  0.9885  -1.1379  -2.6987
C  1.3488  0.1473  -2.5688
S  0.2887  1.3698  -2.0357
H  4.0892  1.7041  -3.3923
H  3.9852  1.3278  -1.6538
H  2.7337  2.3262  -2.4191
H  3.9582  -1.0876  -2.0293
H  3.9116  -1.0937  -3.8150
H  2.2598  -2.6765  -1.9999
H  2.0781  -2.5918  -3.7664
H  0.1734  -1.4142  -2.1702
C  -1.6141  -3.4571  -1.3790
N  -2.3664  -2.7023  -0.3870
C  -3.7075  -3.1535  -0.0356
C  -1.8537  -1.5569  0.0981
C  -2.6293  -0.8314  1.1574
O  -0.7680  -1.1275  -0.3241
H  -1.8525  -4.5137  -1.2775
H  -0.5497  -3.3256  -1.2005
H  -1.8497  -3.1362  -2.3969
H  -3.8811  -4.1177  -0.5041
H  -4.4718  -2.4619  -0.3935
H  -3.8188  -3.2751  1.0416
H  -3.6314  -0.5774  0.8089
H  -2.0947  0.0798  1.4130
H  -2.7359  -1.4522  2.0496

(4)
Below is a structure of composition C14H30IO7P2S, with properties calculated with ωB97M-V/def2-TZVPD.

Computed properties:
multiplicity = 1
E_LUMO = 2.657 eV
net charge = -1
E = -2456.8616 hartree
HOMO-LUMO gap = 6.49 eV
maximum force = 0.5 eV Å⁻¹

Element x y z (Å)
O  -2.2343  0.4023  -2.8422
P  -1.9232  -0.1368  -1.5070
O  -2.7789  -1.4682  -1.1945
O  -0.4071  -0.5712  -1.3758
C  -2.3172  1.0035  -0.1223
C  -1.1253  1.2351  0.8092
I  -1.4408  3.0737  1.9452
P  -1.1104  0.0002  2.0435
S  -0.4022  -1.8137  1.5798
H  -2.4042  -2.0514  -0.5103
H  -0.1602  -1.0141  -0.5249
H  -3.2171  0.6195  0.3916
H  -2.6232  1.9138  -0.6410
H  -0.4832  0.5179  3.1781
H  -2.4318  -0.2121  2.5350
C  -0.9160  3.7209  -1.8222
C  -0.2969  5.0675  -1.5645
O  -0.7700  5.8447  -0.7678
C  0.9654  5.3907  -2.3353
H  -1.8035  3.6119  -1.2087
H  -1.1753  3.6091  -2.8773
H  -0.2162  2.9197  -1.5729
H  0.7690  5.3504  -3.4087
H  1.7309  4.6434  -2.1180
H  1.3245  6.3803  -2.0603
C  3.4014  2.6227  3.4500
C  2.8718  1.2653  3.0459
O  1.8275  1.1498  2.4523
C  3.7181  0.0631  3.3844
H  2.6988  3.3915  3.1367
H  3.5407  2.6647  4.5326
H  4.3769  2.7942  2.9901
H  3.8944  0.0015  4.4610
H  4.6881  0.1368  2.8890
H  3.2171  -0.8390  3.0410
C  -4.1160  -4.9475  -1.8599
C  -4.4927  -4.4176  -0.4970
O  -3.6770  -3.9171  0.2361
C  -5.9488  -4.5305  -0.1072
H  -3.0524  -4.8003  -2.0284
H  -4.3652  -6.0086  -1.9333
H  -4.6825  -4.4222  -2.6312
H  -6.2626  -5.5766  -0.1198
H  -6.5675  -3.9955  -0.8302
H  -6.0962  -4.1107  0.8848
C  4.9143  -2.0578  -1.5933
C  4.3822  -1.4806  -0.2978
O  5.0340  -1.5442  0.7215
C  3.0246  -0.8425  -0.3737
H  5.8976  -2.4935  -1.4317
H  4.2268  -2.8175  -1.9703
H  4.9729  -1.2753  -2.3524
H  2.2847  -1.5595  -0.7349
H  3.0405  -0.0170  -1.0890
H  2.6957  -0.4729  0.5960

(5)
Below is a structure of composition C14H30LaN2O6 at a distorted geometry, with properties calculated with ωB97M-V/def2-TZVPD.

Computed properties:
multiplicity = 1
E_LUMO = -8.703 eV
net charge = +3
E = -1143.1166 hartree
HOMO-LUMO gap = 10.39 eV
maximum force = 1.9 eV Å⁻¹

Element x y z (Å)
La  8.6507  7.6855  9.5533
C  6.6579  10.0825  11.1400
O  7.9879  9.4719  11.0451
C  8.6125  9.4572  12.3468
C  10.0156  8.8620  12.2778
O  10.0873  7.6372  11.5125
C  10.0152  6.4144  12.3314
C  8.6087  5.7933  12.3148
O  8.0778  5.7702  10.9861
C  6.7226  5.3568  10.9383
H  6.7147  11.1750  11.0422
H  6.2223  9.8085  12.1124
H  6.0658  9.6804  10.2919
H  7.9866  8.8787  13.0661
H  8.7011  10.4855  12.7289
H  10.3184  8.6541  13.3069
H  10.7298  9.5551  11.8366
H  10.2677  6.6704  13.3496
H  10.7166  5.6912  11.9031
H  7.9159  6.3468  12.9408
H  8.6740  4.7483  12.6782
H  6.6752  4.3384  11.3699
H  6.4538  5.2791  9.8682
H  6.0467  6.0445  11.4795
C  12.6750  6.4091  6.7566
N  11.3779  5.6812  6.6610
C  11.2337  4.4801  5.7890
C  10.4494  6.0437  7.5340
O  10.6338  6.8981  8.4946
C  9.0463  5.4596  7.3240
O  8.0411  6.4337  7.6792
C  6.9882  6.8394  6.7944
C  6.7167  8.3064  6.9931
O  7.1567  8.9075  8.0523
N  6.0563  8.9017  6.0081
C  5.7133  10.3120  6.2785
C  5.4649  8.1201  4.8723
H  13.4231  5.7544  7.1948
H  13.0342  6.6532  5.7488
H  12.5260  7.3089  7.3384
H  12.1978  3.9404  5.7968
H  10.4685  3.8209  6.1732
H  11.0269  4.7667  4.7506
H  8.9762  5.1148  6.2970
H  8.9575  4.5697  7.9535
H  7.2850  6.6561  5.7414
H  6.0797  6.2568  7.0612
H  6.5566  10.7467  6.8283
H  5.5499  10.8482  5.3296
H  4.8287  10.3678  6.9155
H  6.2285  7.4632  4.4683
H  4.5977  7.5412  5.1745
H  5.1818  8.8263  4.0869

(6)
Below is a cluster of 2 separate species, C14H30N2O8P in total at a distorted geometry, with properties calculated with ωB97M-V/def2-TZVPD.

Computed properties:
multiplicity = 1
E_LUMO = 2.134 eV
net charge = -1
E = -1604.2439 hartree
HOMO-LUMO gap = 6.73 eV
maximum force = 7.2 eV Å⁻¹

Element x y z (Å)
C  2.6611  -0.7407  5.1926
C  2.8656  0.7178  4.6644
N  2.3777  0.7674  3.2869
O  3.2605  1.4258  2.4137
C  1.0177  1.3140  3.1880
C  0.2103  0.3835  2.2463
C  -1.3056  0.5700  2.2584
O  -1.8584  0.9703  1.2613
N  -2.1268  0.2395  3.3972
C  -1.8631  -1.0947  3.9212
C  -2.1203  1.2865  4.4315
C  0.9719  2.8090  2.8079
O  1.7782  3.6097  3.3427
O  0.0901  3.1739  2.0045
H  3.3759  -0.9904  5.9807
H  1.6227  -0.8005  5.5442
H  2.7382  -1.4015  4.3249
H  2.3054  1.3974  5.3207
H  3.9297  0.9646  4.7368
H  3.7579  2.1013  2.8948
H  0.5402  1.2366  4.1767
H  0.4184  -0.6375  2.6111
H  0.6186  0.4268  1.2357
H  -1.8303  -1.8364  3.1178
H  -2.7125  -1.3554  4.5686
H  -0.9537  -1.1800  4.5432
H  -2.0247  0.8707  5.4431
H  -1.3796  2.0729  4.2562
H  -3.1104  1.7670  4.4172
O  -1.3395  0.0863  -5.5777
P  -0.4731  -0.4164  -4.4701
O  0.8112  -1.0668  -5.2557
C  1.7682  -0.1944  -5.8513
C  2.6217  0.5211  -4.8170
O  -1.2771  -1.8057  -4.0881
C  -2.6271  -1.9985  -4.4946
C  -2.7096  -2.7365  -5.8190
O  0.2808  -0.4552  -3.0121
C  -0.3158  0.3047  -1.9180
C  -1.6665  -0.2252  -1.4887
H  1.2569  0.5292  -6.4954
H  2.4042  -0.8144  -6.4841
H  2.0253  1.2204  -4.2276
H  3.4199  1.0853  -5.3029
H  3.0651  -0.1921  -4.1228
H  -3.1555  -1.0463  -4.5393
H  -3.1149  -2.5905  -3.7165
H  -1.9980  -2.3455  -6.5455
H  -3.7146  -2.6655  -6.2396
H  -2.4672  -3.7924  -5.6814
H  -0.3919  1.3532  -2.2113
H  0.3836  0.2459  -1.0871
H  -2.4281  -0.0369  -2.2534
H  -1.9832  0.2712  -0.5677
H  -1.6299  -1.3025  -1.3212

Question: Which value of multiplicity does entry 2 give?
Answer: 6